1.
A structure of composition C14H18AlCl2NO4PS, computed with ωB97M-V with the def2-TZVPD basis set.

CARTESIAN COORDINATES (ANGSTROEM)
C 0.428 -3.878 0.694
P 0.781 -2.783 -0.845
O 2.475 -2.531 -0.793
C -0.211 -1.163 -0.643
N -1.615 -1.713 -0.448
C -1.879 -2.603 -1.370
S -2.111 -3.308 -2.879
O 0.423 -0.588 0.548
Al 1.682 0.631 -0.086
C 2.512 2.015 1.167
C 4.078 1.644 1.315
C 5.073 2.895 1.208
Cl 4.799 3.963 -0.267
O 0.602 1.220 -1.488
C -0.120 -0.008 -1.786
Cl 0.703 -0.769 -3.266
C -1.490 0.588 -2.413
O -1.989 1.769 -1.683
C -2.845 1.233 -0.658
C -2.214 1.201 0.782
C -3.059 0.593 1.923
C -4.473 0.015 1.690
C -5.098 0.078 0.275
C -4.268 0.679 -0.886
H 1.296 -3.822 1.445
H 0.317 -4.974 0.392
H -0.517 -3.540 1.257
H 2.787 -2.839 0.096
H 2.936 0.017 -0.888
H 2.342 3.046 0.667
H 1.983 2.068 2.181
H 4.218 1.195 2.368
H 4.378 0.830 0.554
H 5.123 3.506 2.188
H 6.136 2.455 1.086
H -1.267 0.982 -3.476
H -2.313 -0.201 -2.550
H -1.158 1.600 0.981
H -2.566 0.552 2.961
H -5.037 -0.451 2.572
H -6.143 -0.324 0.022
H -4.697 0.722 -1.950

Values from the calculation:
- energy relative to the best compared isomer or geometry (same formula, charge and spin) (kJ/mol) = 598.9
- E_LUMO (Ha) = 0.0870
- strongest force on any atom (Eh/bohr) = 0.1119
- net charge = -1
- frontier orbital gap (eV) = 7.03
- total energy (Eh) = -2802.23992
- E_HOMO (eV) = -4.67



2.
A structure of composition C14H18AuF6N4O6S2, computed with ωB97M-V with the def2-TZVPD basis set.

CARTESIAN COORDINATES (ANGSTROEM)
Au 0.477 -0.308 0.995
O -3.161 -1.591 2.414
C -2.102 -1.079 2.177
O -1.301 -1.462 1.208
C -1.618 0.091 3.009
C -2.300 0.545 4.120
C -1.767 1.608 4.832
C -0.575 2.192 4.423
C 0.065 1.697 3.302
N -0.483 0.680 2.640
H -3.220 0.048 4.396
H -2.275 1.982 5.711
H -0.134 3.016 4.966
H 1.003 2.081 2.924
F 1.994 -4.120 2.435
C 2.693 -3.280 1.696
F 2.006 -3.014 0.570
F 3.859 -3.803 1.380
S 2.919 -1.698 2.618
O 1.536 -1.162 2.704
O 3.508 -2.000 3.868
N 3.828 -0.917 1.629
S 3.712 0.488 0.975
O 2.338 1.036 1.003
O 4.735 1.403 1.325
C 3.960 0.051 -0.802
F 3.058 -0.872 -1.161
F 5.173 -0.422 -0.996
F 3.769 1.138 -1.541
C -1.795 2.556 -2.236
C -0.828 1.763 -3.105
N -0.989 0.305 -2.976
C -1.576 -0.379 -4.143
C -3.065 -0.108 -4.280
C -0.602 -0.342 -1.889
C -0.835 -1.814 -1.769
N 0.061 0.287 -0.923
H -1.637 3.622 -2.395
H -1.668 2.352 -1.173
H -2.826 2.321 -2.497
H 0.215 2.028 -2.909
H -0.998 1.997 -4.154
H -1.385 -1.444 -4.061
H -1.032 -0.026 -5.020
H -3.608 -0.456 -3.400
H -3.453 -0.634 -5.151
H -3.271 0.953 -4.417
H -0.188 -2.342 -2.471
H -1.871 -2.068 -1.987
H -0.609 -2.158 -0.766
H 0.259 1.263 -1.096

Values from the calculation:
- energy relative to the best compared isomer or geometry (same formula, charge and spin) (kJ/mol) = 0.0
- E_LUMO (spin up / spin down) (Ha) = -0.1329 / -0.2528
- strongest force on any atom (Eh/bohr) = 0.0051
- net charge = +1
- frontier orbital gap (spin up / spin down) (eV) = 9.38 / 6.42
- total energy (Eh) = -2745.66906
- spin multiplicity = 3
- E_HOMO (spin up / spin down) (eV) = -13.00 / -13.30
- <S²> = 2.011



The lowest net charge belongs to which entry? C14H18AlCl2NO4PS